The following is a DFT calculation (ωB97M-V/def2-TZVPD) of one molecule with the formula C3H4F3N.

Each line ends with the Mulliken charge.
Positions of all 11 atoms, in Å:
C (-1.250, 1.330, -0.475)  -0.834
C (-0.746, 0.197, -0.080)  0.395
F (-1.637, -0.942, 0.015)  -0.300
C (0.750, -0.120, 0.092)  0.615
N (0.973, -1.296, 0.673)  -0.415
F (1.279, 0.057, -1.172)  -0.281
F (1.256, 1.027, 0.802)  -0.285
H (-2.227, 1.284, -0.626)  0.415
H (-0.488, 2.090, -0.617)  0.257
H (0.256, -2.027, 0.431)  0.260
H (1.834, -1.600, 0.958)  0.174

Atoms 1-3, force components in eV/Å:
C 4.5 -0.5 0.9
C -0.8 -2.5 -0.1
F 1.9 1.7 0.1

The value obtained for the HOMO-LUMO gap is 11.442 eV. The calculation puts the energy at -471.0243 a.u. As for the HOMO energy: -10.49 eV. Its LUMO energy is 0.03483 hartree. Its energy relative to the best compared isomer or geometry (same formula, charge and spin) is 17.74 kcal per mole.


The following is a DFT calculation (ωB97M-V/def2-TZVPD) of a 2-piece molecular cluster, C3H4F3NO overall.

Each line ends with the Mulliken charge.
Positions of all 12 atoms, in Å:
C (1.608, 0.504, -0.035)  -0.121
C (-0.562, -0.333, 0.417)  -0.846
C (3.491, 1.939, 0.906)  0.537
N (0.611, 0.490, 0.756)  0.284
O (0.440, 1.292, 1.740)  -0.584
F (4.137, 1.293, 1.859)  -0.205
F (4.335, 2.087, -0.088)  -0.192
F (3.146, 3.157, 1.349)  -0.187
H (2.077, -0.020, -0.785)  0.389
H (-0.846, -0.990, 1.146)  0.317
H (-1.485, 0.440, 0.214)  0.276
H (-0.476, -0.564, -0.630)  0.332

Atoms 1-3, force components in eV/Å:
C 2.0 2.9 2.9
C -2.2 4.7 -3.3
C -1.0 0.0 -0.1

The value obtained for the HOMO-LUMO gap (spin up / spin down) is 8.725 / 8.642 eV. The calculation puts the energy at -546.0570 a.u. As for the HOMO energy (spin up / spin down): -9.38 / -9.33 eV. Its LUMO energy (spin up / spin down) is -0.02407 / -0.02537 hartree. Its energy relative to the best compared isomer or geometry (same formula, charge and spin) is 150.29 kcal per mole.


The following is a DFT calculation (ωB97M-V/def2-TZVPD) of one molecule with the formula C3H4F7NP2.

Each line ends with the Mulliken charge.
Positions of all 17 atoms, in Å:
N (3.608, -0.414, 0.217)  -0.708
P (2.092, -0.490, -0.306)  0.332
P (0.774, 0.286, 1.240)  -0.225
C (-0.720, 1.205, 0.532)  0.602
F (-0.206, 2.263, -0.296)  -0.253
F (-1.462, 1.846, 1.553)  -0.250
C (-1.689, 0.338, -0.394)  0.539
F (-1.323, 0.489, -1.732)  -0.233
F (-3.000, 0.867, -0.285)  -0.276
C (-1.803, -1.206, -0.021)  0.502
F (-0.804, -1.917, -0.686)  -0.199
F (-3.019, -1.661, -0.575)  -0.248
F (-1.886, -1.473, 1.333)  -0.186
H (4.165, 0.159, -0.436)  0.229
H (1.794, -1.888, -0.524)  0.103
H (1.935, 0.274, -1.515)  0.098
H (1.545, 1.322, 1.895)  0.174

Atoms 1-3, force components in eV/Å:
N -1.0 0.2 -0.7
P 3.0 0.3 -0.7
P -0.8 -0.5 1.8

The value obtained for the HOMO-LUMO gap is 9.062 eV. The calculation puts the energy at -1553.1360 a.u. As for the HOMO energy: -9.04 eV. Its LUMO energy is 0.00086 hartree.


The following is a DFT calculation (ωB97M-V/def2-TZVPD) of C3H4F8P4 as an isolated structure.

Each line ends with the Mulliken charge.
Positions of all 19 atoms, in Å:
C (-0.691, 0.479, -0.988)  -1.393
C (1.112, 0.514, 0.776)  -0.523
C (0.479, 0.983, -0.285)  0.574
F (2.559, 0.499, 2.838)  -0.298
F (1.647, 2.549, 2.094)  -0.276
F (4.963, 0.403, -0.466)  -0.256
F (4.793, -1.823, -0.377)  -0.218
F (0.237, 3.436, -1.154)  -0.312
F (1.625, 2.140, -2.513)  -0.270
F (3.427, -1.433, -2.464)  -0.236
F (1.668, -1.780, -1.014)  -0.309
P (2.520, 1.351, 1.452)  0.409
P (3.983, -0.626, 0.224)  0.392
P (1.493, 2.420, -0.891)  0.417
P (2.498, -0.495, -1.593)  0.527
H (-0.304, 0.084, -1.969)  0.307
H (-1.080, -0.296, -0.436)  0.417
H (-1.359, 1.199, -1.229)  0.443
H (0.738, -0.261, 1.339)  0.603

Atoms 1-3, force components in eV/Å:
C 3.0 -1.4 -1.6
C -0.1 0.6 -0.5
C 1.6 1.8 -1.0

The value obtained for the HOMO-LUMO gap is 8.416 eV. The calculation puts the energy at -2281.2325 a.u. As for the HOMO energy: -9.20 eV. Its LUMO energy is -0.02897 hartree. Its energy relative to the best compared isomer or geometry (same formula, charge and spin) is 18.16 kcal per mole.


no.,largest force on an atom (eV/A)
1,4.57
2,6.07
3,3.14
4,3.66